[1]
This record from the Open Molecules 2025 dataset describes C12H11FeN2O7S as an isolated structure. The level of theory is wB97M-V/def2-TZVPD.

The geometry in XYZ format:
```
34
Properties=species:S:1:pos:R:3:forces:R:3:nbo_charge:R:1
Fe 1.072787 1.664209 -0.581718 -0.025 -0.415 0.141 1.571
O -2.236554 4.040903 -0.439437 0.032 0.078 0.049 -0.652
C -1.560554 3.025544 -0.496692 -0.014 0.035 -0.310 0.752
O -0.352513 2.931104 -0.908357 -0.125 0.118 0.151 -0.839
C -2.244564 1.714723 -0.120733 0.116 -0.099 0.036 0.103
C -3.598382 1.719048 0.188855 -0.120 0.021 0.051 -0.219
C -4.218910 0.520839 0.485065 -0.010 0.013 0.012 -0.179
C -3.465130 -0.643846 0.459273 0.016 -0.023 -0.021 -0.266
C -2.120140 -0.550025 0.144911 0.110 0.133 -0.034 0.031
N -1.510787 0.604964 -0.136550 -0.167 -0.061 0.060 -0.447
H -4.117876 2.666564 0.186040 0.003 -0.015 -0.006 0.247
H -5.273308 0.489509 0.731025 -0.001 0.005 -0.006 0.208
H -3.905407 -1.609174 0.673283 0.005 0.014 0.004 0.211
H -1.505212 -1.443439 0.114425 0.061 0.012 -0.012 0.195
O 3.849108 0.633545 0.267123 -0.033 0.135 -0.076 -1.069
S 3.668505 1.659177 -0.809334 -0.122 -0.082 0.187 2.550
O 4.917594 2.070430 -1.391084 -0.013 0.059 -0.099 -0.990
O 2.683694 1.100054 -1.824667 0.186 0.017 -0.071 -1.108
O 2.852919 2.774624 -0.200504 0.127 -0.050 0.015 -1.095
O 1.591158 0.949693 1.552462 0.042 0.136 -0.085 -0.779
C 1.212189 -0.349717 1.901556 0.032 -0.082 -0.116 -0.094
C 1.096698 -1.251429 0.692475 -0.019 -0.054 -0.022 0.220
C 0.975622 -2.633781 0.810188 0.046 -0.009 0.074 -0.265
C 0.853340 -3.391411 -0.337449 -0.021 -0.050 -0.015 -0.167
C 0.873657 -2.755394 -1.573246 0.028 -0.038 0.028 -0.278
C 1.016336 -1.381936 -1.597849 0.052 0.132 0.041 0.080
N 1.101195 -0.649784 -0.485360 -0.178 0.027 -0.158 -0.479
H 2.544830 0.904754 1.199702 0.015 -0.048 0.117 0.528
H 0.239467 -0.308838 2.399894 -0.031 0.074 0.013 0.189
H 1.922974 -0.794592 2.606696 0.017 -0.008 0.000 0.181
H 0.989036 -3.092946 1.792079 0.003 -0.004 -0.034 0.213
H 0.755907 -4.468720 -0.276953 0.005 0.009 0.010 0.209
H 0.803130 -3.314037 -2.496788 -0.001 0.015 0.016 0.217
H 1.089191 -0.830615 -2.528329 -0.015 0.004 0.061 0.223
```
Forces are in eV/Å.

The total charge is -1. As for the expectation value of S²: 6.01. The multiplicity is 5. The total energy is -2762.1670 Ha. For the HOMO-LUMO gap (spin up / spin down), the calculation gives 7.90 / 7.58 eV.

[2]
This record from the Open Molecules 2025 dataset describes a 8-piece molecular cluster, C20H56BF4N6O12 overall at a distorted geometry. The level of theory is wB97M-V/def2-TZVPD.

The geometry in XYZ format:
```
99
Properties=species:S:1:pos:R:3:forces:R:3:mulliken_charge:R:1
B 0.206999 0.210469 -0.083733 0.213 -0.435 -0.451 1.034
F -0.486817 1.301347 -0.658540 0.196 0.166 1.026 -0.356
F -0.163911 -0.882606 -0.873672 0.050 -0.428 0.131 -0.289
F 1.590941 0.428749 -0.137884 0.154 0.305 -0.358 0.206
F -0.084596 -0.058959 1.267921 -0.627 0.508 -0.113 -0.435
C 1.632034 -0.227101 5.190165 2.618 0.766 0.255 0.613
O 2.726467 -0.593714 4.789633 -1.428 -0.403 0.005 -0.515
N 1.229115 -0.564988 6.482650 -0.827 0.228 -1.212 -0.524
N 0.851844 0.769294 4.605674 0.181 -0.863 1.033 -0.324
H 0.582342 0.073642 6.903027 0.008 -0.401 0.721 0.140
H 1.823980 -1.201127 6.972371 0.081 0.250 0.339 0.233
H 0.701906 0.763175 3.609945 0.161 -0.073 -0.062 0.179
H 0.061877 0.918979 5.204783 -0.763 0.373 -0.770 0.215
C 1.734374 -2.782012 2.054245 -0.387 0.320 -1.357 0.579
O 2.344934 -1.756570 2.247165 -0.487 -0.346 0.287 -0.417
N 0.535364 -2.879689 1.358589 0.370 -0.650 0.708 -0.211
N 2.251112 -4.026140 2.364696 0.494 -0.118 0.298 -0.520
H -0.003048 -2.097087 1.035804 0.355 0.171 0.050 0.008
H 0.284343 -3.800021 1.055580 -0.313 0.060 -0.157 0.137
H 3.070197 -4.025680 2.945622 -0.007 0.093 -0.014 0.264
H 1.732600 -4.879892 2.306816 -0.230 0.057 0.077 0.131
C 6.461865 0.430125 -2.884345 1.082 0.032 0.331 -0.581
O 6.558109 -0.037144 -1.550769 -0.788 0.237 -0.228 -0.402
C 5.357038 -0.759461 -1.218012 0.675 0.113 -0.157 0.331
C 5.330123 -1.052368 0.294787 -1.371 -1.112 -0.828 -1.096
N 4.462200 -0.249688 1.136956 1.694 1.248 0.056 0.111
C 5.018094 1.114501 1.193421 -0.941 -0.251 -0.526 -0.190
C 4.149148 2.019822 2.024528 -1.067 -0.781 -0.856 -0.756
O 3.913031 1.429944 3.297395 1.064 1.473 -0.094 -0.036
C 3.939058 2.413829 4.306442 -0.008 -0.109 -0.094 -1.001
H 5.581126 1.053357 -3.047519 -0.178 -0.194 -0.058 0.141
H 6.526672 -0.412135 -3.582599 -0.418 0.005 -0.134 0.294
H 7.357426 1.030988 -3.063865 -0.078 0.091 0.010 0.257
H 5.364183 -1.674647 -1.827129 0.096 -0.277 0.273 0.560
H 4.483547 -0.218711 -1.597152 -0.036 0.275 0.450 -0.223
H 6.359524 -1.072432 0.650440 -0.017 0.178 0.196 0.515
H 4.932384 -2.072042 0.367844 0.208 -0.092 0.142 0.249
H 3.534453 -0.138746 0.740779 -0.079 -0.572 0.119 -0.160
H 4.971730 1.511192 0.164979 0.591 0.393 0.096 0.087
H 6.045914 1.129553 1.560991 0.021 -0.258 -0.051 0.496
H 3.168203 2.107555 1.532881 -0.034 -0.106 -0.057 0.092
H 4.542972 3.039403 1.917518 0.280 0.029 1.057 0.466
H 3.154254 3.158984 4.122900 -0.191 -0.102 0.369 0.349
H 4.882510 2.978544 4.340075 0.143 -0.178 -0.137 0.395
H 3.833057 1.888884 5.255555 -0.313 0.162 0.002 0.191
C -7.621293 -1.731529 1.984270 0.953 -0.458 -0.172 -0.829
O -6.702967 -1.601671 0.915554 -0.247 -0.060 -0.002 -0.216
C -7.264836 -0.937681 -0.204344 -0.583 0.067 0.555 -0.885
C -6.221805 -0.828583 -1.283172 -0.376 -1.071 -0.375 -0.172
N -6.334280 -1.979086 -2.202753 -0.115 0.483 0.023 -0.365
C -5.388322 -1.908667 -3.305092 -0.534 -2.318 -0.011 -1.215
C -3.912801 -2.094997 -2.929718 -0.545 2.036 -1.005 0.135
O -3.758984 -3.207571 -2.104206 -0.262 -0.092 0.234 -0.476
C -2.656369 -3.038582 -1.225657 -0.302 1.034 0.079 -0.097
H -8.519018 -2.276808 1.680125 -0.283 0.364 -0.085 0.311
H -7.806565 -0.750637 2.426064 -0.437 -0.010 0.037 0.309
H -7.125200 -2.367690 2.717715 0.017 0.157 0.141 0.239
H -7.668915 0.041815 0.092233 0.341 0.150 0.127 0.421
H -8.151154 -1.492176 -0.541060 0.132 -0.137 -0.262 0.457
H -5.247840 -0.808201 -0.784086 0.093 0.497 -0.117 0.139
H -6.431242 0.053889 -1.888843 0.354 0.181 0.097 0.325
H -6.208029 -2.855107 -1.710656 0.176 0.127 0.173 0.354
H -5.713382 -1.100726 -3.960235 0.847 0.418 0.092 0.301
H -5.535392 -2.818973 -3.907535 -0.600 0.114 -0.022 0.406
H -3.570001 -1.138003 -2.521916 0.426 -0.359 0.600 0.124
H -3.394640 -2.182650 -3.891729 0.372 -0.284 0.076 0.349
H -2.764456 -2.085934 -0.699617 0.040 0.042 -0.059 -0.202
H -1.745469 -2.960949 -1.822235 0.320 -0.465 0.350 0.331
H -2.685200 -3.780925 -0.431998 0.228 -0.492 -0.438 0.329
C -2.572571 2.001550 1.767136 0.840 -0.355 0.150 -0.333
C -3.499704 1.140940 0.946529 -0.445 0.886 -1.454 -0.466
O -2.999222 -0.110229 0.478245 0.193 0.237 0.698 -0.669
O -2.083301 1.299456 2.910815 -0.043 0.268 -0.154 -0.616
H -3.055662 2.931245 2.074078 -0.320 -0.244 0.240 0.463
H -1.725481 2.336568 1.161013 0.045 -0.171 -0.122 -0.027
H -3.748994 1.729613 0.049912 0.040 0.220 -0.014 0.317
H -4.469063 1.053883 1.438135 0.186 -0.853 0.291 0.400
H -2.092133 0.015740 0.138415 -0.700 0.105 0.133 -0.042
H -1.478302 0.645062 2.532717 -0.050 -0.083 0.200 0.288
C 2.370611 2.566638 -2.558970 1.080 0.219 0.116 -0.150
C 2.669052 3.346325 -1.288376 -0.317 0.696 1.036 -0.092
O 1.584120 3.398566 -0.358474 0.073 -0.386 -0.184 -0.636
O 2.811259 1.215715 -2.516706 -0.537 0.028 0.211 -0.557
H 2.986639 3.031335 -3.333254 -0.346 -0.049 -0.297 0.436
H 1.305474 2.633591 -2.792564 0.145 0.146 -0.022 -0.200
H 2.884098 4.403934 -1.462611 -0.165 -0.006 -0.552 0.504
H 3.573646 3.008169 -0.769866 0.021 -0.529 -0.286 -0.135
H 1.312727 2.484693 -0.186506 0.003 0.259 0.062 0.040
H 2.256576 0.774941 -1.852278 0.308 -0.109 -0.037 0.136
C -0.814135 0.990603 -3.536245 0.087 2.102 -0.382 0.071
C -0.443500 1.979412 -4.673224 -0.603 -0.979 -0.236 -0.670
O 0.492563 1.343445 -5.541001 0.953 0.461 0.097 -0.556
O -1.620937 -0.027986 -4.064656 -0.335 -0.514 -0.046 -0.527
H -1.347593 1.549116 -2.759785 -0.418 -0.246 -0.236 0.152
H 0.094085 0.695351 -3.006746 0.014 -0.543 -0.475 0.045
H -0.106828 2.940592 -4.279622 0.625 -0.272 -0.106 0.460
H -1.266402 2.233166 -5.352897 -0.613 -0.065 0.745 0.408
H 0.002452 0.777531 -6.138377 -0.143 -0.040 0.046 0.307
H -1.139995 -0.846877 -4.202881 0.262 0.111 0.222 0.340
```
Forces are in eV/Å.

The total charge is -1. The total energy is -2451.5781 Ha. For the HOMO-LUMO gap, the calculation gives 7.96 eV.

[3]
This record from the Open Molecules 2025 dataset describes one molecule with the formula C4H6FN at a distorted geometry. The level of theory is wB97M-V/def2-TZVPD.

The geometry in XYZ format:
```
12
Properties=species:S:1:pos:R:3:forces:R:3:nbo_charge:R:1
F -3.010612 -0.159240 0.164556 0.443 -0.191 -0.448 -0.337
C -1.721418 -0.356679 -0.208577 1.352 0.168 0.001 0.215
C -0.843794 0.669305 -0.240958 -2.399 -1.683 0.237 -0.288
C 0.584642 0.560228 -0.400891 1.131 -0.061 1.311 -0.127
C 1.451532 -0.075602 0.672138 -0.252 0.181 1.676 -0.232
N 1.303655 -0.694661 -0.606116 -0.819 -0.620 -1.349 -0.559
H -1.457544 -1.428076 -0.423933 -0.621 1.174 0.354 0.159
H -1.262121 1.652780 -0.100798 0.021 0.242 0.203 0.227
H 1.003439 1.456138 -0.784874 0.653 0.394 -0.813 0.205
H 2.418278 0.385560 0.972936 -0.617 -0.451 -0.746 0.199
H 0.979143 -0.597078 1.525326 -0.008 0.575 -0.514 0.192
H 0.554798 -1.412673 -0.568806 1.117 0.271 0.089 0.345
```
Forces are in eV/Å.

The total charge is 0. Its structure (SMILES) is F/C=C/[C@H]1CN1. The total energy is -310.5517 Ha. For the HOMO-LUMO gap, the calculation gives 10.09 eV.

Calculated energy above the lowest of the compared OMol25 structures with the same formula, charge and spin in order - 0.0 44.0 41.3 kcal/mol